C4H6O2 | ωB97M-V with the def2-TZVPD basis set

* electronic energy: -8337.5583 eV
* energy above the lowest of the compared OMol25 structures with the same formula, charge and spin: 66.9 kcal/mol
* SMILES: O=C/C=C\CO

Last column: Mulliken charge in e.
Element x y z (Å)
O 0.3031 -2.0188 0.3341  -0.562
C 0.6440 -1.0957 1.0494  0.303
C 0.3638 1.0230 -0.1410  -0.287
C -0.5177 0.5099 -1.2020  -0.242
O -1.3960 -0.4151 -0.5740  -0.637
C 0.2641 0.2962 0.9726  -0.536
H -0.9125 -1.2751 -0.4526  0.388
H 1.4068 -1.2201 1.8352  0.322
H 0.6266 2.0642 -0.0772  0.332
H -1.1447 1.3038 -1.6331  0.308
H 0.0107 0.0115 -2.0050  0.256
H 0.3518 0.8164 1.8935  0.354

Cartesian forces, eV/Å:
0.7 -0.3 0.4
-0.7 -1.0 -0.2
-1.5 0.6 0.5
-0.4 -1.1 -0.7
-0.7 -0.5 -1.2
1.6 1.3 0.9
-0.5 0.8 -0.2
0.0 -0.4 0.0
0.0 0.3 -0.1
0.4 0.0 0.1
0.2 -0.1 -0.6
0.9 0.3 0.9